No. 1
C34H37BrF11N2O4PbS2SbSi | the ωB97M-V functional and the def2-TZVPD basis

Calculated values
charge	-1
E_LUMO (alpha / beta)	1.3 / 1.3	eV
largest force on an atom	3.7	eV Å⁻¹
energy relative to the best compared isomer or geometry (same formula, charge and spin)	30.1	kcal per mole
energy	-188299.100	eV
2S+1	2
molecular weight	1247.74	g/mol
orbital gap (alpha / beta)	0.1063 / 0.2526	hartree

Last column: Löwdin spin population.
Geometry (Å):
Pb -0.465 -0.576 -1.269  0.0642
S -2.985 2.486 1.354  0.0361
C -1.777 3.596 1.819  0.0377
C -1.105 4.129 0.785  0.0008
C -1.600 3.681 -0.500  0.0564
C -2.618 2.692 -0.341  0.0448
C -3.261 1.876 -1.339  0.1116
C -4.654 1.921 -1.494  0.0005
C -5.311 1.173 -2.492  0.1522
C -4.504 0.433 -3.339  0.0647
C -3.121 0.465 -3.143  0.0824
N -2.523 1.100 -2.110  0.1527
H -1.596 3.774 2.874  0.0023
H -0.313 4.888 0.808  -0.0004
H -5.248 2.504 -0.789  -0.0027
H -6.403 1.216 -2.583  0.0110
H -4.960 -0.040 -4.208  0.0021
H -2.481 -0.064 -3.812  0.0032
O -1.169 -2.547 0.180  0.0138
C -2.117 -3.350 -0.099  0.0009
C -2.525 -3.829 -1.390  0.0009
C -3.325 -4.980 -1.357  -0.0003
C -3.947 -5.406 -2.505  0.0010
C -3.664 -4.828 -3.738  0.0037
C -2.860 -3.719 -3.799  0.0000
C -2.315 -3.173 -2.626  0.0024
O -1.635 -2.038 -2.690  0.0052
N -5.010 -6.345 -2.408  0.0010
O -5.435 -6.667 -1.288  0.0016
O -5.543 -6.674 -3.487  0.0006
H -2.784 -3.719 0.718  0.0003
H -3.473 -5.545 -0.438  0.0000
H -4.148 -5.192 -4.620  0.0003
H -2.616 -3.260 -4.815  0.0000
F -5.127 2.851 -5.690  0.0030
C -4.198 3.591 -4.935  0.0150
C -4.534 4.227 -3.733  0.0063
F -5.859 4.224 -3.325  0.0041
C -3.512 4.652 -2.896  0.0172
F -3.775 5.338 -1.767  0.0080
C -2.175 4.402 -3.163  0.0233
S -0.894 4.418 -1.947  0.0146
C -1.883 3.864 -4.431  0.0047
F -0.599 3.634 -4.720  0.0010
C -2.846 3.549 -5.368  0.0080
F -2.527 2.888 -6.489  0.0033
F 1.954 1.693 -2.543  0.0028
Sb 2.195 0.230 -3.738  0.0064
F 2.459 1.351 -5.225  0.0012
F 0.263 0.353 -3.811  0.0027
F 2.380 -1.491 -4.525  0.0038
F 1.689 -0.858 -2.110  0.0130
F 4.152 0.261 -3.393  0.0032
C 4.551 -0.611 0.519  0.0002
C 4.523 0.068 1.909  0.0001
C 5.660 -0.582 2.694  0.0000
C 4.877 1.533 1.679  0.0000
Si 2.824 -0.179 2.797  0.0001
Br 1.240 0.721 1.419  0.0051
C 2.553 1.097 4.188  0.0000
C 2.394 2.560 3.790  0.0002
C 3.734 1.006 5.246  0.0000
C 1.307 0.704 4.991  0.0000
C 2.240 -2.057 3.074  0.0000
C 2.762 -2.552 4.471  0.0000
C 2.880 -2.936 2.036  0.0002
C 0.731 -2.267 3.109  0.0001
H 5.507 -0.178 0.077  0.0000
H 3.730 -0.313 -0.166  0.0003
H 4.607 -1.734 0.513  0.0000
H 6.558 -0.176 2.273  0.0000
H 5.622 -1.677 2.561  0.0000
H 5.713 -0.289 3.770  0.0000
H 5.766 1.612 0.998  0.0000
H 5.043 2.103 2.584  0.0000
H 4.056 2.091 1.147  0.0000
H 3.324 2.852 3.287  0.0000
H 2.369 3.110 4.725  0.0000
H 1.536 2.804 3.099  0.0001
H 4.694 1.323 4.874  0.0000
H 3.856 -0.031 5.538  0.0000
H 3.532 1.609 6.165  0.0000
H 0.423 0.796 4.350  0.0000
H 1.261 1.383 5.857  0.0000
H 1.391 -0.335 5.372  0.0000
H 3.901 -2.549 4.462  0.0000
H 2.382 -3.606 4.595  0.0000
H 2.420 -1.913 5.316  0.0000
H 3.971 -3.048 2.130  0.0000
H 2.810 -2.537 0.987  0.0002
H 2.435 -3.940 2.132  0.0000
H 0.275 -1.514 3.774  0.0000
H 0.531 -3.296 3.508  0.0000
H 0.335 -2.213 2.099  0.0001

No. 2
C11H15B4NO5Tl | the ωB97M-V functional and the def2-TZVPD basis

Calculated values
charge	+3
E_LUMO	-15.0	eV
largest force on an atom	2.1	eV Å⁻¹
energy	-30752.067	eV
molecular weight	488.87	g/mol
orbital gap	0.0982	hartree

Last column: natural (NBO) charge in e.
Geometry (Å):
C 4.657 -2.789 0.128  -0.6078
C 3.225 -2.344 0.364  -0.5919
B 2.867 -1.321 -0.874  0.9490
O 3.010 -1.529 -2.144  -0.7546
B 2.221 0.312 -0.366  1.0466
O 0.892 0.525 -0.381  -0.8455
B 0.507 1.804 0.060  1.2015
C -1.048 2.221 0.229  -0.7593
C -2.071 1.178 0.105  0.1053
C -2.365 0.550 -1.122  -0.1633
C -3.343 -0.376 -1.202  -0.1771
C -4.106 -0.754 -0.076  0.0916
C -5.115 -1.834 -0.232  -0.6975
C -3.854 -0.107 1.144  -0.2506
C -2.839 0.804 1.232  -0.1646
O 1.432 2.730 0.387  -0.8289
B 2.734 2.530 -0.021  1.3923
O 3.539 3.558 -0.417  -0.6352
C 4.237 4.003 0.610  0.4760
N 4.833 4.330 1.533  -0.2579
O 3.160 1.194 -0.063  -0.8259
H 4.795 -3.329 -0.798  0.2444
H 5.368 -1.974 0.205  0.2532
H 4.864 -3.451 0.976  0.3170
H 3.179 -1.799 1.298  0.2655
H 2.494 -3.153 0.372  0.3121
H 3.922 -1.449 -2.492  0.5841
H -1.073 2.650 1.227  0.2879
H -1.203 2.994 -0.527  0.3161
H -1.810 0.819 -2.005  0.2447
H -3.568 -0.858 -2.139  0.2554
H -5.912 -1.554 -0.920  0.2728
H -5.505 -2.181 0.720  0.2267
H -4.626 -2.691 -0.688  0.2956
H -4.391 -0.323 2.053  0.1840
H -2.639 1.278 2.179  0.2440
Tl -6.469 0.336 1.643  0.9945

No. 3
C17H36O13S4 | the ωB97M-V functional and the def2-TZVPD basis

Calculated values
charge	0
E_LUMO	0.2	eV
largest force on an atom	1.7	eV Å⁻¹
energy relative to the best compared isomer or geometry (same formula, charge and spin)	0.0	kcal per mole
energy	-88167.643	eV
molecular weight	576.73	g/mol
orbital gap	0.3067	hartree

Last column: natural (NBO) charge in e.
Geometry (Å):
C -0.101 -4.198 1.668  -0.0999
C 1.276 -4.740 1.254  -0.0992
O 2.082 -4.385 2.366  -0.4880
C 1.463 -3.458 3.110  0.9776
O 1.932 -2.904 4.054  -0.5994
O 0.274 -3.157 2.558  -0.4880
H -0.720 -4.951 2.165  0.1776
H -0.710 -3.846 0.836  0.2147
H 1.643 -4.299 0.333  0.2095
H 1.245 -5.828 1.181  0.1937
C -4.498 1.100 3.378  -0.1005
C -3.546 -0.069 3.451  -0.1092
O -3.222 -0.335 2.103  -0.4861
C -3.472 0.796 1.392  0.9713
O -3.186 0.956 0.264  -0.5886
O -4.072 1.729 2.160  -0.4839
H -4.361 1.769 4.224  0.2093
H -5.550 0.847 3.259  0.1936
H -3.923 -0.915 4.028  0.2137
H -2.643 0.176 4.024  0.1864
C -0.255 0.670 1.469  -0.0886
C -0.212 1.242 0.068  -0.1245
O 0.237 0.186 -0.778  -0.5006
C 0.585 -0.878 0.021  0.9906
O 1.123 -1.856 -0.416  -0.6314
O 0.329 -0.624 1.293  -0.4839
H -1.292 0.529 1.778  0.1844
H 0.361 1.217 2.176  0.2139
H 0.556 2.019 0.088  0.2044
H -1.187 1.665 -0.163  0.2200
C -4.458 -0.018 -3.366  -0.8160
S -2.811 -0.494 -2.722  1.2396
O -2.239 -1.426 -3.754  -0.9749
C -2.043 1.148 -2.989  -0.8318
H -4.479 0.115 -4.446  0.2380
H -4.669 0.975 -2.961  0.2197
H -5.176 -0.761 -3.033  0.2318
H -0.988 1.027 -2.746  0.2407
H -2.571 1.904 -2.414  0.2305
H -2.080 1.394 -4.053  0.2302
C 0.857 4.734 -2.113  -0.8498
S 1.861 6.085 -1.432  1.2246
O 0.898 7.259 -1.437  -0.9786
C 1.891 5.495 0.284  -0.8210
H 0.648 4.840 -3.180  0.2415
H -0.156 4.915 -1.730  0.2363
H 1.131 3.705 -1.886  0.2289
H 0.895 5.520 0.720  0.2334
H 2.564 6.202 0.764  0.2331
H 2.272 4.473 0.334  0.2503
C 1.134 -1.654 -3.595  -0.8298
S 0.372 -3.224 -3.066  1.2703
O -0.183 -3.810 -4.322  -0.9816
C 1.936 -4.099 -2.779  -0.8432
H 0.350 -0.937 -3.841  0.2453
H 1.666 -1.787 -4.539  0.2268
H 1.759 -1.243 -2.805  0.2280
H 1.694 -5.150 -2.634  0.2302
H 2.581 -3.694 -1.997  0.2279
H 2.560 -4.012 -3.674  0.2270
C 4.219 0.221 1.114  -0.8284
S 3.661 1.434 2.319  1.2386
O 2.596 2.211 1.576  -1.0231
C 2.867 0.270 3.447  -0.8408
H 4.653 0.747 0.263  0.2423
H 3.456 -0.477 0.773  0.2389
H 5.064 -0.328 1.541  0.2326
H 3.362 0.333 4.413  0.2406
H 2.959 -0.755 3.084  0.2553
H 1.792 0.403 3.536  0.2480